DFT (wB97M-V/def2-TZVPD) results for a molecular structure, C19H18Br2NO2S2 at a distorted geometry.

Geometry (Å):
C -4.102 3.559 -1.060
C -4.053 2.098 -1.516
C -2.583 1.608 -1.328
N -1.937 2.725 -0.622
C -0.624 2.827 -0.278
S 0.516 1.635 -0.619
S 0.150 4.199 0.282
C -2.680 3.966 -0.683
H -4.479 4.215 -1.844
H -4.732 3.654 -0.176
H -4.715 1.475 -0.903
H -4.336 1.989 -2.569
H -2.508 0.694 -0.717
H -2.117 1.337 -2.299
H -2.256 4.695 -1.399
H -2.609 4.431 0.307
C -1.563 -4.818 -1.693
O -1.989 -3.675 -0.913
C -1.056 -2.809 -0.450
C 0.312 -2.874 -0.832
C 1.176 -1.865 -0.394
C 0.742 -0.768 0.388
C 1.649 0.297 0.834
C 2.998 -0.028 1.204
C 3.905 1.022 1.592
C 5.098 0.734 2.167
Br 6.326 2.066 2.736
C 5.550 -0.686 2.378
O 6.673 -0.979 2.779
C 4.550 -1.725 2.009
Br 5.045 -3.528 2.288
C 3.346 -1.375 1.522
C -0.642 -0.762 0.791
C -1.507 -1.740 0.346
H -2.473 -5.391 -1.845
H -1.148 -4.499 -2.664
H -0.816 -5.419 -1.147
H 0.698 -3.707 -1.403
H 2.233 -1.977 -0.655
H 1.321 1.223 1.386
H 3.607 2.064 1.484
H 2.598 -2.171 1.394
H -1.011 0.009 1.460
H -2.557 -1.726 0.664

The spin multiplicity is 1. For the energy above the lowest of the compared OMol25 structures with the same formula, charge and spin, the calculation gives 53.9 kcal/mol. Its charge is -1. The calculation puts the frontier orbital gap at 5.4782 eV. As for the HOMO energy: -3.7 eV. The LUMO energy comes out at 0.064 hartree. Its total energy is -187334.308 eV.

Atom charges from the Mulliken analysis, given in e for atoms 1 to 8: C -0.5184; C -0.5160; C 0.0675; N 0.0723; C 0.1469; S -0.3010; S -0.4268; C -0.8096

=====

DFT (wB97M-V/def2-TZVPD) results for 2 unconnected molecules or ions with the total composition C16H10BCl4F3NO3S at a distorted geometry.

Geometry (Å):
Cl 4.066 2.480 -3.328
B 3.296 0.784 -3.278
Cl 3.621 -0.147 -4.871
Cl 3.906 -0.223 -1.836
O 1.817 1.006 -3.141
C 0.966 0.066 -3.004
C -0.446 0.317 -3.161
C -1.337 -0.772 -3.248
C -2.703 -0.561 -3.328
C -3.197 0.753 -3.348
Cl -4.891 1.025 -3.362
C -2.321 1.853 -3.325
C -0.951 1.638 -3.245
H 1.330 -0.966 -2.853
H -0.922 -1.775 -3.299
H -3.403 -1.389 -3.375
H -2.727 2.857 -3.370
H -0.264 2.475 -3.292
F 4.499 2.051 2.080
C 3.158 2.101 2.198
F 2.837 2.835 3.293
F 2.629 2.688 1.099
S 2.440 0.360 2.391
C 0.726 0.660 2.370
C -0.146 -0.381 2.736
C -1.507 -0.036 3.009
C -2.459 -1.003 3.270
C -2.093 -2.358 3.303
C -3.094 -3.371 3.489
N -3.921 -4.192 3.629
C -0.744 -2.713 3.118
C 0.225 -1.763 2.848
O 2.833 -0.406 1.229
O 2.829 -0.042 3.724
H 0.405 1.691 2.496
H -1.761 1.021 3.024
H -3.507 -0.728 3.434
H -0.457 -3.769 3.172
H 1.267 -2.067 2.751

The spin multiplicity is 1. For the energy above the lowest of the compared OMol25 structures with the same formula, charge and spin, the calculation gives 57.6 kcal/mol. Its charge is -1. The calculation puts the frontier orbital gap at 3.3312 eV. As for the HOMO energy: -3.6 eV. The LUMO energy comes out at -0.011 hartree. Its total energy is -94144.723 eV.

Atom charges from the Mulliken analysis, given in e for atoms 1 to 8: Cl -0.3118; B 0.6959; Cl -0.3170; Cl -0.2280; O -0.4570; C -0.0682; C 0.4965; C -0.4338

=====

DFT (wB97M-V/def2-TZVPD) results for a single C5H8N2O molecule at a distorted geometry.

Geometry (Å):
C -0.384 2.113 -0.126
C 1.659 -0.469 -0.513
C 0.713 -1.306 0.239
C -0.846 -0.914 -0.172
C -0.103 -0.175 0.978
H 0.322 2.969 -0.346
H -1.230 2.598 0.640
H -0.825 2.169 -1.143
H 2.493 -0.838 -1.010
H 0.682 -2.109 0.952
H -0.814 -0.191 -1.145
H -2.627 -0.870 0.179
H -0.251 -0.112 1.942
N 0.414 1.071 0.479
N 1.386 0.856 -0.712
O -2.073 -1.574 -0.110

As for the SMILES: CN1N=C[C@@H]2[C@@H](O)[C@@H]21. The spin multiplicity is 1. For the energy above the lowest of the compared OMol25 structures with the same formula, charge and spin, the calculation gives 140.8 kcal/mol. The calculation puts the frontier orbital gap at 8.9212 eV. As for the HOMO energy: -8.3 eV. The LUMO energy comes out at 0.023 hartree. Its total energy is -10336.622 eV.

Atom charges from the Mulliken analysis, given in e for atoms 1 to 8: C -0.7548; C -0.3634; C -0.4199; C 0.0339; C -0.6369; H 0.3020; H 0.2325; H 0.3357

=====

DFT (wB97M-V/def2-TZVPD) results for 7 unconnected molecules or ions with the total composition C13H26Br12Cl2 at a distorted geometry.

Geometry (Å):
Br 3.060 4.448 -7.960
C 1.975 4.876 -6.387
C 0.492 5.127 -6.710
Br -0.359 5.381 -4.872
H 2.304 5.868 -6.078
H 2.173 4.133 -5.614
H -0.083 4.321 -7.166
H 0.465 6.116 -7.167
Br -1.413 7.086 3.004
C 0.581 7.097 2.942
C 1.103 5.799 2.249
Br 3.141 5.861 2.336
H 0.914 7.192 3.976
H 0.901 7.996 2.416
H 0.924 5.647 1.185
H 0.748 4.895 2.744
Br -1.279 -5.537 6.010
C -1.709 -3.621 5.950
C -2.101 -3.048 7.385
Br -2.033 -1.063 7.364
H -2.508 -3.466 5.225
H -0.861 -3.091 5.516
H -1.403 -3.363 8.162
H -3.114 -3.399 7.579
Br -6.239 1.504 0.985
C -6.197 0.758 2.899
C -6.945 -0.553 2.955
Br -7.437 -0.783 4.895
H -6.620 1.548 3.520
H -5.167 0.707 3.252
H -6.193 -1.310 2.734
H -7.812 -0.584 2.295
Br -2.088 -7.263 -0.211
C -0.246 -7.650 -0.909
C 0.355 -8.823 -0.077
Br 2.085 -9.410 -0.874
H 0.224 -6.694 -0.680
H -0.370 -7.964 -1.945
H -0.376 -9.629 -0.010
H 0.681 -8.393 0.871
Br 6.578 -2.177 -4.266
C 6.265 -0.300 -3.878
C 7.553 0.541 -4.165
Br 6.960 2.445 -3.643
H 6.036 -0.403 -2.817
H 5.331 0.019 -4.341
H 7.814 0.540 -5.223
H 8.420 0.254 -3.570
C -1.006 -0.160 -2.010
Cl -0.769 -0.677 -0.208
Cl -0.171 -1.319 -3.094
H -2.052 -0.267 -2.295
H -0.537 0.787 -2.278

As for the SMILES: BrCCBr.BrCCBr.BrCCBr.BrCCBr.BrCCBr.BrCCBr.ClCCl. The spin multiplicity is 1. The calculation puts the frontier orbital gap at 10.3929 eV. As for the HOMO energy: -10.4 eV. The LUMO energy comes out at 0.000 hartree. Its total energy is -879456.364 eV.

Atom charges from the Mulliken analysis, given in e for atoms 1 to 8: Br -0.1572; C -0.6368; C -0.4938; Br -0.1704; H 0.3484; H 0.3991; H 0.3722; H 0.3382

=====

DFT (wB97M-V/def2-TZVPD) results for a molecular structure, C15H20N7O4Pd.

Geometry (Å):
Pd 0.660 0.321 -2.405
C -1.615 4.433 0.075
O -1.465 3.000 0.044
C -0.789 2.405 -0.906
O -0.691 1.175 -0.887
N -0.203 3.171 -1.869
N 0.473 2.530 -2.928
H -2.195 4.633 0.968
H -2.171 4.776 -0.798
H -0.643 4.918 0.155
H -0.396 4.155 -1.963
H 1.401 2.933 -3.024
H -0.046 2.664 -3.797
O 1.538 -1.103 -4.230
N 0.748 -0.182 -4.493
C 0.101 -0.013 -5.614
C 0.249 -0.899 -6.719
N 0.383 -1.629 -7.594
C -0.725 1.149 -5.631
N -1.359 2.100 -5.506
C 0.111 0.306 4.801
C -0.131 -1.183 4.607
N -0.033 -1.591 3.202
C -1.265 -1.949 2.508
C -2.165 -0.756 2.221
C 1.209 -1.717 2.689
O 2.229 -1.554 3.336
C 1.348 -2.041 1.221
C 2.011 -3.186 0.801
C 2.199 -3.386 -0.556
C 1.761 -2.424 -1.446
N 1.153 -1.301 -1.042
C 0.941 -1.126 0.268
H 0.038 0.565 5.857
H -0.624 0.899 4.255
H 1.109 0.573 4.457
H -1.124 -1.467 4.955
H 0.601 -1.756 5.178
H -1.799 -2.671 3.131
H -1.012 -2.470 1.586
H -2.477 -0.268 3.145
H -3.065 -1.085 1.701
H -1.664 -0.015 1.597
H 2.372 -3.900 1.529
H 2.691 -4.271 -0.933
H 1.901 -2.541 -2.510
H 0.427 -0.220 0.560

Its expectation value of S² is 2.019. The spin multiplicity is 3. For the energy above the lowest of the compared OMol25 structures with the same formula, charge and spin, the calculation gives 0.0 kcal/mol. Its charge is +1. The calculation puts the frontier orbital gap (alpha / beta) at 7.7952 / 6.2848 eV. As for the HOMO energy (alpha / beta): -11.8 / -11.8 eV. The LUMO energy (alpha / beta) comes out at -0.147 / -0.203 hartree. Its total energy is -37970.072 eV.

Atom charges from the Mulliken analysis, given in e for atoms 1 to 8: Pd 0.8528; C -0.8511; O -0.2907; C 0.8601; O -0.6212; N 0.0316; N -0.6417; H 0.2280

=====

DFT (wB97M-V/def2-TZVPD) results for a molecular structure, C39H48Li2O19S at a distorted geometry.

Geometry (Å):
Li 35.367 35.732 64.613
Li 34.219 37.726 70.223
S 34.242 37.350 67.084
O 34.570 38.737 67.029
O 35.299 36.651 66.318
O 34.277 37.025 68.510
O 32.923 37.045 66.578
C 36.463 36.648 71.289
O 35.580 37.394 72.118
H 36.326 36.842 70.133
H 36.055 35.694 71.510
H 37.473 36.850 71.508
H 36.007 37.498 73.121
C 31.625 36.343 71.942
O 32.338 36.860 70.755
H 32.157 35.308 72.287
H 30.623 36.013 71.839
H 31.833 37.150 72.786
H 31.626 36.518 69.943
C 36.289 38.227 64.157
O 36.404 37.032 63.473
H 36.742 38.847 63.549
H 36.930 38.164 65.028
H 35.456 38.351 64.447
H 36.791 37.285 62.549
C 32.579 41.070 70.835
C 31.658 42.127 70.654
C 30.764 42.179 69.491
C 30.856 41.246 68.417
C 32.071 40.461 68.358
C 32.806 40.278 69.590
O 33.925 39.608 69.462
O 29.606 42.891 69.680
H 33.286 41.112 71.535
H 31.489 42.958 71.396
H 30.227 41.408 67.743
H 32.356 40.080 67.413
H 34.079 39.398 68.608
H 29.028 42.897 68.814
C 30.284 38.470 64.733
C 29.502 38.713 63.666
C 28.257 39.331 63.901
C 27.646 39.279 65.214
C 28.438 38.787 66.202
C 29.755 38.526 66.030
O 30.523 38.106 67.116
O 27.562 39.752 62.880
H 31.365 38.138 64.589
H 29.978 38.832 62.770
H 26.746 39.628 65.421
H 28.005 38.744 67.259
H 31.466 37.744 66.967
H 27.997 39.531 62.144
C 36.203 42.784 65.609
C 35.638 43.846 64.829
C 34.366 43.765 64.245
C 33.663 42.684 64.498
C 34.059 41.727 65.384
C 35.313 41.777 65.983
O 35.845 40.925 66.882
O 33.987 44.629 63.332
H 37.272 42.878 65.987
H 36.123 44.926 64.916
H 32.776 42.609 64.101
H 33.645 40.728 65.683
H 35.302 40.112 66.746
H 34.873 44.934 62.922
C 30.038 33.799 64.176
C 30.906 34.724 64.668
C 32.273 34.609 64.105
C 32.674 33.581 63.137
C 31.699 32.728 62.814
C 30.379 32.736 63.290
O 29.452 31.804 62.870
O 33.179 35.573 64.375
H 28.991 33.769 64.571
H 30.810 35.488 65.225
H 33.701 33.591 62.861
H 32.036 31.988 62.173
H 29.755 31.028 62.853
H 32.894 36.102 65.148
C 30.659 33.574 69.575
C 31.090 32.490 70.377
C 32.442 32.169 70.290
C 33.319 32.808 69.314
C 32.880 33.825 68.594
C 31.506 34.214 68.669
O 31.094 35.402 68.071
O 32.924 31.089 70.974
H 29.763 34.066 70.007
H 30.520 31.910 70.902
H 34.467 32.617 69.116
H 33.639 34.351 67.907
H 32.035 35.831 67.779
H 32.441 30.615 71.528
C 37.869 38.357 68.179
C 38.716 39.240 68.861
C 40.101 38.952 68.914
C 40.632 37.632 68.493
C 39.744 36.664 68.031
C 38.353 37.065 67.845
O 37.486 36.034 67.498
O 40.981 39.804 69.470
H 36.958 38.828 68.103
H 38.319 40.276 69.224
H 41.715 37.508 68.390
H 39.911 35.674 67.749
H 36.713 36.562 67.086
H 40.458 40.464 69.753

The spin multiplicity is 1. For the energy above the lowest of the compared OMol25 structures with the same formula, charge and spin, the calculation gives 64.5 kcal/mol. The calculation puts the frontier orbital gap at 6.8802 eV. As for the HOMO energy: -7.2 eV. The LUMO energy comes out at -0.013 hartree. Its total energy is -91360.274 eV.

Atom charges from the Mulliken analysis, given in e for atoms 1 to 8: Li 0.7269; Li 0.5452; S 0.8855; O 0.2626; O -0.3985; O 0.0674; O 0.4462; C -0.3946

=====

DFT (wB97M-V/def2-TZVPD) results for a molecular structure, C46H63AsBr2EuN4O3SSi at a distorted geometry.

Geometry (Å):
Eu 0.000 0.000 0.000
S -0.294 -2.353 1.226
C -1.305 -2.761 2.626
C -1.263 -4.018 3.236
C -2.084 -4.276 4.338
C -2.937 -3.278 4.823
C -2.972 -2.021 4.206
C -2.147 -1.767 3.097
As -2.060 -0.083 2.105
C -3.404 0.886 3.164
C -4.743 1.028 2.758
C -5.655 1.714 3.567
C -5.239 2.265 4.782
C -3.910 2.130 5.190
C -2.997 1.444 4.385
C -3.200 -0.565 0.576
C -3.837 -1.813 0.460
C -4.641 -2.092 -0.649
C -4.814 -1.132 -1.649
C -4.184 0.110 -1.541
C -3.380 0.392 -0.432
H -0.602 -4.788 2.860
H -2.058 -5.247 4.816
H -3.572 -3.478 5.676
H -3.640 -1.270 4.597
H -5.100 0.610 1.830
H -6.686 1.816 3.253
H -5.947 2.794 5.407
H -3.588 2.556 6.131
H -1.970 1.341 4.712
H -3.727 -2.573 1.218
H -5.131 -3.053 -0.733
H -5.437 -1.350 -2.507
H -4.318 0.854 -2.315
H -2.898 1.358 -0.356
C 0.538 -2.736 -1.854
O 0.906 -1.433 -1.428
C 2.065 -0.855 -1.957
C 2.872 -1.548 -2.865
C 4.023 -0.954 -3.383
Br 5.095 -1.921 -4.610
C 4.404 0.339 -3.019
C 3.635 1.081 -2.112
C 2.472 0.476 -1.583
O 1.725 1.192 -0.693
C 4.022 2.452 -1.720
N 3.384 3.218 -0.848
C 4.077 4.402 -0.790
C 3.832 5.553 -0.027
C 4.706 6.641 -0.156
C 5.798 6.583 -1.026
C 6.056 5.443 -1.795
C 5.169 4.375 -1.645
N 5.111 3.134 -2.222
H 0.348 -2.762 -2.932
H -0.396 -3.001 -1.348
H 1.292 -3.474 -1.563
H 2.630 -2.555 -3.187
H 5.311 0.747 -3.454
H 1.893 1.991 -0.408
H 2.984 5.592 0.646
H 4.529 7.540 0.429
H 6.461 7.442 -1.107
H 6.904 5.399 -2.470
H 5.764 2.786 -2.906
N 2.149 -0.866 0.373
C 2.717 -0.662 1.697
C 2.304 0.731 2.204
N 0.878 0.907 1.978
H 2.156 -1.969 0.025
H 2.782 -0.441 -0.398
H 3.807 -0.762 1.672
H 2.323 -1.429 2.373
H 2.849 1.500 1.645
H 2.548 0.849 3.264
H 0.524 2.006 2.056
H 0.294 0.483 2.788
O -1.871 -0.961 -0.823
H -2.354 -1.288 -0.023
H -1.550 -1.784 -1.272
C -1.112 4.827 -2.837
C -1.075 5.718 -1.570
C 0.407 6.068 -1.306
C -1.849 7.021 -1.856
Si -1.877 4.722 0.041
Br -1.038 2.643 0.007
C -1.306 5.565 1.829
C -2.127 4.968 2.995
C 0.185 5.265 2.124
C -1.512 7.094 1.810
C -3.922 4.541 -0.106
C -4.440 3.417 0.826
C -4.622 5.863 0.271
C -4.328 4.157 -1.547
H -0.703 5.367 -3.700
H -2.124 4.522 -3.107
H -0.511 3.920 -2.716
H 0.869 6.502 -2.201
H 0.992 5.183 -1.036
H 0.515 6.810 -0.511
H -1.371 7.586 -2.665
H -1.889 7.678 -0.982
H -2.877 6.825 -2.172
H -2.067 3.875 3.017
H -3.180 5.255 2.941
H -1.755 5.334 3.960
H 0.373 4.191 2.226
H 0.493 5.733 3.067
H 0.851 5.647 1.349
H -2.543 7.369 1.570
H -0.858 7.584 1.084
H -1.280 7.528 2.790
H -4.197 3.596 1.875
H -4.033 2.439 0.551
H -5.532 3.337 0.762
H -4.471 6.119 1.323
H -5.705 5.785 0.116
H -4.268 6.704 -0.331
H -3.809 3.256 -1.890
H -4.125 4.964 -2.256
H -5.405 3.955 -1.607
H -0.298 0.382 -2.051

Its expectation value of S² is 15.817. The spin multiplicity is 8. The calculation puts the frontier orbital gap (alpha / beta) at 4.1424 / 6.9614 eV. As for the HOMO energy (alpha / beta): -4.0 / -6.8 eV. The LUMO energy (alpha / beta) comes out at 0.006 / 0.007 hartree. Its total energy is -299784.448 eV.

Atom charges from the Mulliken analysis, given in e for atoms 1 to 8: Eu -0.4359; S -0.2254; C 1.3737; C -0.8803; C -0.6176; C -0.8999; C -0.8408; C -0.5905